The following is a DFT calculation (the ωB97M-V functional and the def2-TZVPD basis) of a molecular structure, C33H77F6NO32P5S6 at a distorted geometry.

Geometry as XYZ:
```
160
Properties=species:S:1:pos:R:3:forces:R:3:mulliken_charge:R:1
H -5.50272 5.24163 -3.50154 0.29 0.59 -0.70 0.19
O 6.04020 1.32162 1.02457 3.91 1.90 1.29 -0.02
C 9.01997 -0.11152 2.19052 1.16 1.41 0.78 -0.77
H 2.17884 -3.00924 2.02442 0.27 -0.28 -0.20 -0.09
O -8.28704 -1.74377 3.41996 0.47 0.00 -0.49 -0.63
O -3.45913 5.93594 1.19941 -0.08 -0.42 0.55 -0.74
C 0.99114 0.99489 1.47244 -1.18 -2.36 -1.57 -0.06
C -6.35301 4.76074 -3.98512 0.95 0.21 0.06 -0.56
H -2.66579 3.78439 -2.56874 -0.14 0.07 0.03 -0.01
P -4.73687 3.85145 -6.03827 -1.10 -0.49 0.15 0.70
C 4.89535 0.90216 0.44795 -2.26 -1.23 -2.51 -0.31
H -1.00790 2.89270 -0.86813 0.01 0.42 -0.09 -0.52
H 2.41370 5.94066 0.48553 -0.27 -0.26 0.76 0.35
C -5.93736 0.84949 1.84509 0.58 -1.02 0.81 -0.37
S -2.13456 -1.18902 -0.51795 0.41 -0.51 0.22 0.62
C 1.92101 -4.03519 1.76165 -0.47 -1.46 0.83 -0.42
H -2.28055 -3.35236 3.25738 0.73 0.12 -0.54 0.36
H -1.98058 4.08707 -6.73178 -0.32 0.12 0.09 0.45
H -4.90973 0.48686 -5.61288 -0.49 0.24 -0.41 0.35
O -4.92889 4.97810 -6.99772 0.26 -2.03 1.00 -0.71
C 1.53766 -6.32769 -4.54957 -2.77 -1.45 1.56 -0.69
H 8.51107 -3.16507 3.46884 0.30 0.00 0.65 0.38
O -1.64838 -2.55965 -0.47559 0.12 1.29 0.08 -0.43
H 3.64142 3.57446 2.64617 0.12 -0.31 -0.48 0.20
C -7.26328 1.53243 2.12352 -0.39 -1.68 -1.20 -0.83
H -1.39947 5.67667 -1.56844 0.26 -0.33 0.35 0.23
C 0.25814 -4.40861 -3.36050 2.59 -0.15 0.23 0.48
H -6.11782 -4.29160 3.54576 -0.43 -0.22 0.44 0.47
O 6.56363 -2.59771 3.34533 -0.73 1.52 -0.24 -0.03
H -6.82641 4.41007 -3.06804 -0.53 -1.04 -0.60 0.28
H 1.45897 -7.03356 -3.72274 -0.02 -0.67 -0.20 0.29
O 4.50540 -4.75548 2.07674 -1.30 -0.36 0.33 -0.62
C 2.10726 -5.76419 -0.14776 0.59 0.15 1.39 -0.41
O -1.77552 -6.21712 -3.25877 1.60 1.72 -0.97 -0.65
O 5.27839 3.65256 1.32060 -0.18 0.20 0.26 -0.24
O -3.05979 -2.52165 4.86257 -2.01 -1.46 3.62 -0.31
H -3.88860 3.85450 -1.26476 -0.17 0.25 -0.21 0.31
C 0.08734 -6.27839 -5.25053 1.29 0.97 0.84 -0.86
H -5.82250 -0.44005 3.59858 -0.55 0.13 0.22 0.44
C 1.73239 -4.96385 -3.84220 -1.31 0.67 -2.92 -0.84
H 3.63421 -7.16450 0.92857 0.07 0.44 -0.13 0.47
H 1.16121 -4.38906 2.45848 -0.74 0.58 -0.18 0.31
H -1.13876 -2.24827 4.16883 -0.06 -0.25 0.00 0.34
H 2.02654 -4.45342 -4.75928 -0.33 1.36 0.14 0.38
H 0.18074 -5.64269 -6.13102 -0.12 0.03 -0.08 0.36
O -7.65293 -2.13241 0.92542 0.12 2.76 4.20 -0.65
H -3.07364 6.15974 -1.43425 0.00 0.20 0.49 0.55
O -5.88874 3.71527 -4.87244 0.61 -0.26 -0.63 -0.26
C 7.52936 -3.63751 3.43519 1.19 1.03 0.26 -0.81
H 4.33788 1.74064 0.03049 -0.67 -0.01 0.55 -0.01
F 2.28934 0.72542 1.63596 -0.81 0.43 0.87 -0.05
H 0.97144 5.17161 -0.19019 -0.06 0.06 0.31 0.10
H -2.53102 -1.59177 3.26928 0.54 -0.04 -0.48 0.12
O 7.89974 3.33246 1.45253 -4.04 -2.35 -1.54 -0.80
H -1.37618 3.08137 1.36900 -0.30 0.84 0.67 0.26
P 2.19038 4.42293 -2.43479 1.36 -0.33 -1.50 0.93
S 3.14844 -5.27839 2.32813 3.01 1.09 0.14 1.21
H 9.89158 -0.65670 1.82833 -0.56 -0.80 -0.35 0.27
S -1.02052 -5.29808 -4.14427 -2.02 -2.61 -2.15 1.14
F -2.22902 0.42126 -2.64525 -0.68 -0.88 -0.26 -0.21
H 5.45112 3.67696 -2.25293 -0.21 0.75 -0.06 0.26
H -9.36039 0.64333 2.16837 0.19 -0.31 0.20 0.45
H -3.18960 3.31594 1.18435 0.06 -0.71 0.24 0.09
H 5.07184 0.30468 -0.44646 0.64 -0.10 -0.28 0.30
C -2.05841 4.02743 -5.64620 -0.66 0.96 0.71 -0.71
C -5.12430 -3.84378 3.52348 -2.92 -1.74 -1.19 -0.99
H 1.47266 1.25476 -3.68342 -0.56 0.40 -0.40 0.43
H 0.15572 -4.54649 -2.28411 -0.16 0.54 -0.05 -0.22
C -8.37548 0.46599 1.73641 1.03 0.31 0.01 -0.78
H -5.07659 -3.05999 8.42742 0.29 0.14 -0.12 0.24
O 7.57339 -0.50703 4.69185 -0.64 -0.90 -1.00 -0.76
C -2.35396 5.40476 -1.11774 -0.92 0.06 -0.41 -0.73
H 4.93483 6.27536 -3.17563 0.21 -0.22 0.21 0.24
H -3.68711 1.47499 -4.95990 -0.02 0.70 -0.05 -0.11
F 0.88686 1.96209 0.56756 0.12 0.57 0.05 0.13
H 5.29665 4.71303 -0.76193 -0.27 -0.34 -0.17 0.21
O 2.89980 -5.86644 3.65103 -0.27 0.95 -1.52 -0.72
H 5.04215 4.37242 3.29194 0.15 0.56 -0.53 0.35
C 1.54264 -4.34521 0.30521 1.14 -0.67 -0.48 0.22
H 3.57744 0.24863 3.90990 0.35 0.33 -0.38 0.24
H 0.15732 2.47193 -3.03127 0.31 0.46 -1.05 0.04
C 4.01996 6.03554 -3.71748 0.87 0.06 0.35 -0.76
H -5.64622 0.58663 0.82812 -0.33 0.95 -0.37 0.34
O -4.67900 2.29632 -6.66610 -0.70 3.21 0.53 -0.40
H 4.33267 0.18584 1.04661 0.12 0.75 0.51 0.14
H -5.22520 -1.22276 2.21138 -0.08 0.13 -0.54 0.26
P -3.52892 -3.92728 5.50614 0.12 -1.03 2.12 1.16
H -3.41229 0.71728 -6.49077 -0.06 0.03 -0.21 0.33
H 1.96619 -3.62327 -0.39300 -0.24 0.31 0.34 0.09
O 6.54709 3.04399 -0.77266 0.31 -0.46 1.74 -0.30
H -4.32787 -4.63764 8.17037 0.67 0.26 -0.80 0.33
H -1.77260 4.95421 -5.14872 0.69 -0.03 -0.53 0.27
H -2.54736 2.11719 -0.66771 0.39 -0.26 0.08 -0.37
H 2.62632 -4.78457 -3.24482 -0.63 -0.53 0.80 0.48
F 0.34075 1.36225 2.57810 0.88 -0.02 -0.05 -0.22
O -4.75761 -3.35784 6.41265 1.11 -0.74 0.14 -0.29
C -4.99651 -3.89626 7.73291 -0.93 0.29 0.55 -0.75
O 5.44297 -0.29885 3.16505 1.95 -1.28 -0.80 0.20
H 9.02486 0.83905 1.65716 -0.49 -0.04 -0.15 0.19
C 4.73112 3.54892 2.64911 0.62 0.32 0.82 -0.52
C 2.81040 -6.46753 1.08242 -2.42 -0.31 -0.47 -0.89
O -4.33337 -4.70400 4.32583 1.87 1.31 1.27 -0.47
C 1.99564 4.99565 0.13868 -0.90 0.62 0.08 -0.24
H 2.84326 -5.72041 -0.95056 -0.30 0.29 -0.13 0.14
O 2.23020 2.79625 -2.62204 0.90 3.54 0.08 -0.36
C 4.25639 -0.60381 3.88862 0.40 0.26 1.43 -0.72
P 6.92168 -1.02861 3.46234 -1.29 0.49 -0.03 0.44
H 2.00720 4.15850 0.83663 0.20 0.33 0.15 -0.19
C 1.13376 1.99327 -2.95688 -0.51 -1.43 2.04 -0.05
H 4.32546 5.91210 -4.75648 -0.45 0.56 -0.11 0.28
C 5.96556 4.16344 -1.42420 -0.49 0.07 -0.26 -0.47
H 0.46380 -4.39049 0.15634 0.08 0.43 0.28 0.03
C -2.09818 -0.93290 -2.47635 -1.68 1.47 0.65 0.40
C -2.19084 3.54518 0.81284 -1.40 -0.83 0.28 -0.32
O -0.93722 5.63729 1.15047 -0.36 1.13 0.19 -0.66
H 7.65897 -4.22092 2.52363 -1.15 -0.30 0.12 0.24
O -3.43533 3.93159 -5.13914 0.53 -0.62 -0.31 0.09
O 7.76952 -0.76230 2.12531 -0.66 -0.63 0.38 -0.14
S -7.66288 -1.25650 2.20445 0.04 0.21 -3.57 1.08
H 5.11782 2.71944 3.24115 -0.18 -0.66 -0.61 0.06
H -1.41265 3.22707 -5.28493 -0.50 -0.24 0.15 0.17
N -1.06521 0.09563 0.06560 -3.18 -2.16 -1.46 0.10
H -5.41009 -2.83986 3.83743 1.28 0.11 0.04 0.35
H 6.68431 4.90535 -1.77214 0.49 -0.40 -0.06 0.32
C -2.04472 3.08121 -0.58962 -1.10 -1.63 -1.62 1.14
O 0.91935 5.12048 -2.82545 1.79 -1.09 0.79 -0.77
O 3.56978 4.75210 -3.32370 -2.56 -0.80 1.18 -0.35
H 4.60478 -0.72121 4.91475 -0.60 -0.46 0.27 0.48
C -2.83944 4.00945 -1.51646 1.24 0.09 0.41 -0.35
C -4.17268 1.23459 -5.90569 0.85 -1.40 0.81 -0.32
H -7.02345 5.44240 -4.50852 0.28 0.04 0.03 0.28
O -2.58356 -4.79591 6.31422 -1.73 1.87 -2.28 -0.74
F -3.19946 -1.60087 -3.04346 2.65 1.38 1.01 -0.21
H -5.21804 1.50492 2.33611 0.62 -0.34 -0.35 0.19
H 2.24377 -6.74836 -5.26550 0.38 0.73 0.16 0.43
H 0.07987 -3.41079 -3.76136 0.29 0.18 0.74 -0.04
H 0.99743 1.46361 -2.01403 -0.30 -0.83 -0.14 -0.14
O 1.11535 -1.16731 -0.31347 -1.17 1.61 1.39 -0.56
C -2.16103 -2.44117 3.84351 0.61 0.23 -2.15 -0.60
H -7.27206 1.77016 3.18724 -0.31 0.26 -0.14 0.34
H 9.26980 0.12995 3.22366 -0.17 0.03 0.08 0.37
H 3.37535 6.88236 -3.48197 -0.56 -0.31 -0.50 0.33
H 3.64461 -1.44093 3.55236 0.64 -0.33 -0.29 0.13
O -1.79005 -4.43324 -5.06128 0.99 -0.62 1.59 -0.69
H 1.20650 -6.29561 -0.45489 0.50 -0.57 -0.14 0.33
F -0.95226 -1.21049 -3.07645 -0.73 -0.94 0.42 -0.18
C -5.97237 -0.49168 2.52017 0.02 -1.68 0.87 -0.55
H 2.01056 -6.99786 1.59926 0.02 -0.57 -0.09 0.35
S 0.14816 -0.63153 0.69029 4.41 -0.92 -1.29 0.37
H -0.40282 -7.20416 -5.55185 0.23 -0.07 0.39 0.45
O -3.45673 -0.99699 0.05239 1.12 0.71 -1.12 -0.49
O 2.79223 4.69768 -0.97534 0.28 -0.78 -2.27 0.12
O -0.07326 -1.59543 1.72769 -0.46 0.37 1.18 -0.26
H 7.31381 -4.15742 4.36864 0.22 -0.45 -0.46 0.29
P 6.56696 2.83593 0.82460 2.41 1.35 1.01 0.84
H -8.46409 0.41306 0.65131 -0.02 -0.04 0.02 0.33
H -5.97506 -4.37380 7.78298 -0.16 0.02 -0.55 0.28
S -2.27526 5.28792 0.70380 2.45 1.13 -1.04 1.12
H -4.95610 -4.08668 2.47429 0.98 1.08 -0.12 0.47
H -7.14498 2.39953 1.47372 -1.25 0.35 0.27 0.42
```
Forces are in eV/Å.

Properties
* HOMO level: -8.02 eV
* net charge: -1
* energy above the lowest of the compared OMol25 structures with the same formula, charge and spin: 4.6 kcal per mole
* LUMO energy: 1.642 eV